Entry 1:
ORCA calculation (ωB97M-V/def2-TZVPD) on a cluster of 2 separate species, C4H9NO in total at a distorted geometry.

```
! RIJCOSX wB97M-V def2-TZVPD def2/J DEFGRID3
* xyz 0 1
C -2.38798 -0.32074 1.13187
C -1.37150 0.29966 0.20411
C -0.77751 -0.33779 -0.80121
N 0.57015 -0.10204 -1.26853
C 1.08776 1.07561 -1.16841
H -3.27097 -0.61908 0.58354
H -2.72303 0.48157 1.80974
H -1.87663 -1.10656 1.67944
H -0.86005 1.17306 0.62343
H -1.22373 -1.08575 -1.45310
H 1.07613 1.72479 -0.26351
H 1.20091 1.55213 -2.14825
H 2.04550 -0.66141 0.39423
H 2.13909 -1.08588 1.81311
O 2.52433 -0.44131 1.20651
*
```

Summary:
LUMO energy, eV: -0.347
Energy, eV: -7827.935
ΔE to the lowest compared entry with this formula, charge and spin, eV: 4.3849
SMILES: C=N/C=C/C.O

Here are the Mulliken charges for atoms 1 to 4, given in e: number 1, C, carries -0.97; number 2, C, carries -0.14; number 3, C, carries -0.02; number 4, N, carries -0.53


Entry 2:
ORCA calculation (ωB97M-V/def2-TZVPD) on a structure of composition C4H9NO.

```
! RIJCOSX wB97M-V def2-TZVPD def2/J DEFGRID3
* xyz 0 1
C -1.08128 0.18910 1.46739
C -1.00885 -0.19144 -0.02226
C 0.40557 -0.12030 -0.53689
N 1.19900 -1.09441 -0.28397
O 0.83254 -2.22835 0.44483
C 0.90758 1.07750 -1.29490
H -0.45053 -0.49384 2.04631
H -0.73455 1.21672 1.63734
H -2.11108 0.11163 1.83792
H -1.35944 -1.22428 -0.14211
H -1.65113 0.46500 -0.62507
H 1.96913 -1.88867 -0.06134
H 1.96758 0.96996 -1.54620
H 0.33713 1.21964 -2.22354
H 0.77832 1.99174 -0.69752
*
```

Summary:
LUMO energy, eV: 0.998
Energy, eV: -7827.755
ΔE to the lowest compared entry with this formula, charge and spin, eV: 4.5645

Here are the Mulliken charges for atoms 1 to 4, given in e: number 1, C, carries -1.02; number 2, C, carries -0.52; number 3, C, carries 0.57; number 4, N, carries -0.17


Entry 3:
ORCA calculation (ωB97M-V/def2-TZVPD) on an isolated molecule of C4H9NO.

```
! RIJCOSX wB97M-V def2-TZVPD def2/J DEFGRID3
* xyz 0 1
C -1.27708 -0.57985 0.35867
N -0.23389 0.14900 -0.31482
C -0.61468 1.51017 -0.59626
C 1.05214 -0.47584 -0.52793
C 1.62672 -0.84656 0.84054
O 1.82986 -0.01053 1.68793
H -2.09386 -0.84653 -0.32962
H -1.72454 0.02252 1.16649
H -0.89688 -1.49674 0.81832
H -1.06027 1.97789 0.30000
H 0.22178 2.14058 -0.90664
H -1.39408 1.55476 -1.37610
H 1.74911 0.21894 -1.01569
H 1.05052 -1.38600 -1.16730
H 1.76515 -1.93181 1.06241
*
```

Summary:
LUMO energy, eV: 0.981
Energy, eV: -7830.070
ΔE to the lowest compared entry with this formula, charge and spin, eV: 2.2497
SMILES: CN(C)CC=O

Here are the Mulliken charges for atoms 1 to 4, given in e: number 1, C, carries -1.03; number 2, N, carries 0.11; number 3, C, carries -0.92; number 4, C, carries -0.46


Entry 4:
ORCA calculation (ωB97M-V/def2-TZVPD) on a structure of composition C4H9NO at a distorted geometry.

```
! RIJCOSX wB97M-V def2-TZVPD def2/J DEFGRID3
* xyz 0 1
C -0.51345 0.02332 -0.06640
C -1.41831 -1.12118 0.29430
C -1.18000 1.30046 -0.49421
C 1.89581 -0.23543 -0.12414
O 2.90484 -0.58327 -0.89242
N 0.69063 -0.22042 -0.44943
H 2.63759 -0.85055 -1.78985
H 1.88959 0.64958 2.44719
H 2.16029 0.38822 1.71602
H -0.84009 -1.99823 0.57672
H -2.07150 -1.40901 -0.53279
H -2.06942 -0.82478 1.11678
H -0.44332 2.04552 -0.78636
H -1.85443 1.15106 -1.34053
H -1.78824 1.68468 0.32510
*
```

Summary:
LUMO energy, eV: 0.192
Energy, eV: -7827.895
ΔE to the lowest compared entry with this formula, charge and spin, eV: 4.4245

Here are the Mulliken charges for atoms 1 to 4, given in e: number 1, C, carries 0.72; number 2, C, carries -1.21; number 3, C, carries -1.20; number 4, C, carries 0.23


Entry 5:
ORCA calculation (ωB97M-V/def2-TZVPD) on a structure of composition C4H9NO at a distorted geometry.

```
! RIJCOSX wB97M-V def2-TZVPD def2/J DEFGRID3
* xyz 0 1
C 2.37059 -0.53536 0.02007
C 1.46553 0.56763 0.47805
C -0.29626 0.36907 -0.55130
O 0.08037 -0.09705 0.64164
N -1.59463 0.45836 -0.72637
C -2.60126 -0.23985 0.03719
H 2.16941 -0.80846 -1.02383
H 3.41615 -0.23705 0.11758
H 2.16594 -1.40085 0.64954
H 1.59588 0.90449 1.49266
H 1.59278 1.46072 -0.18053
H -1.80888 0.82328 -1.63999
H -2.45114 -1.32047 -0.06048
H -2.52151 0.02441 1.09246
H -3.58295 0.03113 -0.34669
*
```

Summary:
LUMO energy, eV: 1.067
Energy, eV: -7828.662
ΔE to the lowest compared entry with this formula, charge and spin, eV: 3.6579

Here are the Mulliken charges for atoms 1 to 4, given in e: number 1, C, carries -1.11; number 2, C, carries 0.03; number 3, C, carries -0.63; number 4, O, carries -0.25


Entry 6:
ORCA calculation (ωB97M-V/def2-TZVPD) on an isolated molecule of C4H9NO at a distorted geometry.

```
! RIJCOSX wB97M-V def2-TZVPD def2/J DEFGRID3
* xyz 0 1
C -0.65506 -0.62093 0.14657
C -1.75925 0.02316 -0.58565
C 1.29339 -0.75385 -0.49763
C 0.41479 0.08198 0.85116
N 0.56475 1.48359 0.52876
O 0.68042 -0.31358 2.04376
H -0.77968 -1.65420 0.45988
H 1.53149 1.77934 0.46347
H 0.09050 2.10526 1.17430
H -2.73191 -0.30778 -0.21029
H -1.69576 1.11290 -0.57807
H 2.28356 -0.61221 -0.05756
H 1.22281 -1.82959 -0.64936
H 1.24953 -0.21717 -1.44703
H -1.70958 -0.27691 -1.64229
*
```

Summary:
LUMO energy, eV: 0.021
Energy, eV: -7828.122
ΔE to the lowest compared entry with this formula, charge and spin, eV: 4.1977

Here are the Mulliken charges for atoms 1 to 4, given in e: number 1, C, carries -0.38; number 2, C, carries -1.18; number 3, C, carries -1.37; number 4, C, carries 1.24


Entry 7:
ORCA calculation (ωB97M-V/def2-TZVPD) on an isolated molecule of C4H9NO at a distorted geometry.

```
! RIJCOSX wB97M-V def2-TZVPD def2/J DEFGRID3
* xyz 0 1
C 1.67711 0.97507 1.09090
C 1.17529 0.84358 -0.38476
N 0.08646 -0.17694 -0.85580
C -1.06596 -0.16725 -0.15888
O -1.42420 0.72948 0.58083
C -1.99607 -1.47211 -0.57860
H 2.53369 1.67631 1.14516
H 2.04408 0.02991 1.50305
H 0.91818 1.37600 1.76974
H 0.82840 1.83775 -0.69809
H 2.01876 0.56341 -1.01330
H 0.37415 -1.14074 -0.99722
H -1.55483 -2.49611 -0.66807
H -2.53641 -1.31980 -1.53230
H -2.71443 -1.49809 0.23183
*
```

Summary:
LUMO energy, eV: 0.905
Energy, eV: -7831.303
ΔE to the lowest compared entry with this formula, charge and spin, eV: 1.0168
SMILES: CCNC(C)=O

Here are the Mulliken charges for atoms 1 to 4, given in e: number 1, C, carries -1.01; number 2, C, carries -0.46; number 3, N, carries -0.28; number 4, C, carries 0.56


Entry 8:
ORCA calculation (ωB97M-V/def2-TZVPD) on an isolated molecule of C4H9NO.

```
! RIJCOSX wB97M-V def2-TZVPD def2/J DEFGRID3
* xyz 0 1
O 0.75581 -0.58622 -1.11536
C 1.33415 0.48428 -0.39421
C 0.23535 1.27609 0.36909
N -1.10127 0.79405 0.04415
C 0.00213 -1.41732 -0.25535
C -1.18210 -0.62399 0.37013
H -1.23006 0.88397 -0.95976
H 1.84674 1.10801 -1.13466
H 2.09611 0.09559 0.30315
H 0.36651 1.15957 1.45243
H 0.29445 2.34757 0.15072
H -0.34535 -2.24870 -0.87394
H 0.65532 -1.82497 0.53405
H -1.16819 -0.71626 1.46431
H -2.14962 -1.00669 0.02863
*
```

Summary:
LUMO energy, eV: 1.120
Energy, eV: -7830.677
ΔE to the lowest compared entry with this formula, charge and spin, eV: 1.6426
SMILES: C1COCCN1

Here are the Mulliken charges for atoms 1 to 4, given in e: number 1, O, carries -0.42; number 2, C, carries -0.41; number 3, C, carries -0.46; number 4, N, carries -0.47


Entry 9:
ORCA calculation (ωB97M-V/def2-TZVPD) on a structure of composition C4H9NO.

```
! RIJCOSX wB97M-V def2-TZVPD def2/J DEFGRID3
* xyz 0 1
C 2.22745 0.52422 -0.07776
O 0.82513 0.49189 0.03954
C 0.30645 -0.82493 -0.00776
C -1.12418 -0.94393 -0.50678
C -2.10385 0.27317 0.41065
N -1.67286 0.30150 -0.99261
H 2.55661 -0.02052 -0.97611
H 2.72162 0.07634 0.79744
H 2.53261 1.56957 -0.16444
H 0.40000 -1.31809 0.97217
H 0.89015 -1.42722 -0.72224
H -1.91482 -0.89498 0.64510
H -1.53197 0.89371 1.09661
H -3.18821 0.30065 0.52434
H -0.92411 0.99861 -1.03814
*
```

Summary:
LUMO energy, eV: 0.953
Energy, eV: -7826.651
ΔE to the lowest compared entry with this formula, charge and spin, eV: 5.6685

Here are the Mulliken charges for atoms 1 to 4, given in e: number 1, C, carries -0.73; number 2, O, carries -0.33; number 3, C, carries -0.34; number 4, C, carries -0.43


Entry 10:
ORCA calculation (ωB97M-V/def2-TZVPD) on a cluster of 2 separate species, C4H9NO in total at a distorted geometry.

```
! RIJCOSX wB97M-V def2-TZVPD def2/J DEFGRID3
* xyz 0 1
C -3.69300 0.00682 0.33122
C 0.61038 -0.22706 0.48919
C 1.23019 -1.59381 0.80311
C 0.20318 -0.01649 -0.96096
N 0.56744 0.59431 1.46008
O -3.58725 0.68529 -0.66637
H -3.81369 -1.01419 0.27540
H -3.86625 0.44238 1.25667
H 0.48514 -2.14803 1.43432
H 2.17542 -1.38942 1.45779
H 1.54439 -2.28594 0.02952
H -0.22347 -0.86655 -1.34923
H 1.14794 0.21639 -1.47783
H -0.46939 0.82933 -1.08315
H 0.02406 1.48780 1.17343
*
```

Summary:
LUMO energy, eV: 0.603
Energy, eV: -7829.709
ΔE to the lowest compared entry with this formula, charge and spin, eV: 2.6110
SMILES: CC(C)=N.C=O

Here are the Mulliken charges for atoms 1 to 4, given in e: number 1, C, carries -0.12; number 2, C, carries 0.71; number 3, C, carries -1.01; number 4, C, carries -1.14


Entry 11:
ORCA calculation (ωB97M-V/def2-TZVPD) on an isolated molecule of C4H9NO at a distorted geometry.

```
! RIJCOSX wB97M-V def2-TZVPD def2/J DEFGRID3
* xyz 0 1
C -0.47657 -1.55704 0.27313
C -0.46431 -0.05804 -0.26258
C -1.32707 1.29637 0.23165
C 0.91167 0.55531 -0.22741
O 1.02133 1.76903 -0.20952
N 2.06100 -0.16268 -0.10655
H -0.02140 -1.70133 1.26098
H 0.10790 -2.22896 -0.39365
H -1.46738 -2.02596 0.30254
H -0.78038 -0.14716 -1.30568
H -0.97550 2.29892 -0.10628
H -2.33110 1.22695 -0.16407
H -1.29946 1.37570 1.31970
H 2.16575 -1.07830 -0.50209
H 2.87553 0.43720 -0.11016
*
```

Summary:
LUMO energy, eV: 0.856
Energy, eV: -7831.023
ΔE to the lowest compared entry with this formula, charge and spin, eV: 1.2974
SMILES: CC(C)C(N)=O

Here are the Mulliken charges for atoms 1 to 4, given in e: number 1, C, carries -1.33; number 2, C, carries 0.47; number 3, C, carries -1.14; number 4, C, carries 0.37


Entry 12:
ORCA calculation (ωB97M-V/def2-TZVPD) on a cluster of 2 separate species, C4H9NO in total.

```
! RIJCOSX wB97M-V def2-TZVPD def2/J DEFGRID3
* xyz 0 1
C -1.06604 -2.14708 0.14005
C -0.19414 0.79659 -1.18310
C 0.65601 0.91630 -0.16501
N 1.90595 0.16551 -0.14813
O 1.92157 -0.81624 -0.85243
C 0.54762 1.86107 0.99216
H -1.15382 -3.21669 0.34273
H -1.19349 -1.58576 1.06987
H -1.84321 -1.84473 -0.56730
H 0.01008 0.09784 -1.98911
H -1.09757 1.39653 -1.23646
H -0.08179 -1.93509 -0.28363
H 0.55062 1.31814 1.94386
H 1.40674 2.53978 1.00237
H -0.36853 2.45382 0.93413
*
```

Summary:
LUMO energy (spin up / spin down), eV: -0.607 / -0.608
Energy, eV: -7828.449
ΔE to the lowest compared entry with this formula, charge and spin, eV: 3.8706
SMILES: C=C(C)N=O.C

Here are the Mulliken charges for atoms 1 to 4, given in e: number 1, C, carries -0.83; number 2, C, carries -0.80; number 3, C, carries 0.70; number 4, N, carries -0.03


Entry 13:
ORCA calculation (ωB97M-V/def2-TZVPD) on a cluster of 2 separate species, C4H9NO in total at a distorted geometry.

```
! RIJCOSX wB97M-V def2-TZVPD def2/J DEFGRID3
* xyz 0 1
C -0.92421 1.03420 -1.10835
N 1.37985 -1.30602 0.53941
C -1.08811 1.17026 0.29104
C 0.11800 1.10551 1.15253
C 0.41528 -1.59926 -0.43106
O -1.70709 0.54006 -1.90097
H 0.07164 1.38859 -1.44045
H -2.07168 0.91783 0.68052
H 0.98320 1.03144 0.48169
H 0.19504 1.99835 1.77454
H 0.10887 0.14220 1.68104
H 2.33956 -1.48923 0.25715
H 0.62318 -1.37828 -1.48535
H 0.02308 -2.61443 -0.26753
H -0.46660 -0.94123 -0.22422
*
```

Summary:
LUMO energy, eV: -2.862
Energy, eV: -7825.306
ΔE to the lowest compared entry with this formula, charge and spin, eV: 7.0138

Here are the Mulliken charges for atoms 1 to 4, given in e: number 1, C, carries -0.13; number 2, N, carries -0.54; number 3, C, carries -0.05; number 4, C, carries -1.00


Entry 14:
ORCA calculation (ωB97M-V/def2-TZVPD) on an isolated molecule of C4H9NO.

```
! RIJCOSX wB97M-V def2-TZVPD def2/J DEFGRID3
* xyz 0 1
C 2.36706 -0.20813 0.48840
C 1.19212 0.51248 -0.17586
C -0.14503 -0.15364 0.16074
O -0.23763 -1.12273 0.89765
N -1.25389 0.38378 -0.42037
C -2.54851 -0.24001 -0.21454
H 2.08824 -1.24663 0.68841
H 3.24819 -0.18802 -0.15876
H 2.63647 0.25623 1.44215
H 1.15481 1.56786 0.12731
H 1.31280 0.50714 -1.26771
H -1.16017 1.12787 -1.09196
H -3.29447 0.29382 -0.81183
H -2.52796 -1.29883 -0.50660
H -2.83203 -0.19119 0.84294
*
```

Summary:
LUMO energy, eV: 0.899
Energy, eV: -7831.985
ΔE to the lowest compared entry with this formula, charge and spin, eV: 0.3349
SMILES: CCC(=O)NC

Here are the Mulliken charges for atoms 1 to 4, given in e: number 1, C, carries -1.04; number 2, C, carries -0.42; number 3, C, carries 0.51; number 4, O, carries -0.64


Entry 15:
ORCA calculation (ωB97M-V/def2-TZVPD) on a cluster of 2 separate species, C4H9NO in total at a distorted geometry.

```
! RIJCOSX wB97M-V def2-TZVPD def2/J DEFGRID3
* xyz 0 1
C 1.50930 3.12809 -0.55748
C 2.20542 1.99896 -0.63065
N 1.97705 0.91979 -1.63937
H 0.89808 3.53320 -1.45138
H 1.58031 3.83610 0.24859
H 2.91230 1.79228 0.09358
H 0.98808 0.68406 -1.77588
H 2.28390 -0.02555 -1.27160
O -2.54055 -3.85491 1.73721
C -2.15977 -3.17620 0.74987
C -2.00045 -1.69337 1.05739
H -1.71155 -3.56789 -0.18264
H -1.46132 -1.12697 0.26152
H -1.56288 -1.47864 2.01757
H -2.91791 -0.96896 1.34326
*
```

Summary:
LUMO energy, eV: 0.560
Energy, eV: -7828.930
ΔE to the lowest compared entry with this formula, charge and spin, eV: 3.3896
SMILES: C=CN.CC=O

Here are the Mulliken charges for atoms 1 to 4, given in e: number 1, C, carries -0.67; number 2, C, carries -0.02; number 3, N, carries -0.62; number 4, H, carries 0.20


Entry 16:
ORCA calculation (ωB97M-V/def2-TZVPD) on a structure of composition C4H9NO at a distorted geometry.

```
! RIJCOSX wB97M-V def2-TZVPD def2/J DEFGRID3
* xyz 0 1
C -1.27134 0.55103 0.48490
C -0.85578 -0.16087 -0.80031
N 0.38631 0.40052 -1.35904
C 0.43862 -0.83733 -0.57766
C 0.93399 -0.57439 0.84632
O 1.24422 0.97715 1.12933
H -1.90120 -0.15920 1.06393
H -0.19275 1.07059 1.09202
H -1.84352 1.44555 0.27642
H -1.55830 -0.57033 -1.54406
H 0.46974 0.18081 -2.34584
H 0.75795 -1.74342 -1.10572
H 1.91521 -0.94139 1.05812
H 0.19115 -1.00679 1.55814
H 1.28568 1.36809 0.22345
*
```

Summary:
LUMO energy, eV: 0.983
Energy, eV: -7828.099
ΔE to the lowest compared entry with this formula, charge and spin, eV: 4.2212

Here are the Mulliken charges for atoms 1 to 4, given in e: number 1, C, carries -1.40; number 2, C, carries 0.23; number 3, N, carries -0.64; number 4, C, carries -0.08